9 unconnected molecules or ions with the total composition C34H54FN2O39PS8 at a distorted geometry. Source: OMol25; level of theory: the ωB97M-V functional and the def2-TZVPD basis.

LUMO level = -2.010 eV
HOMO-LUMO gap = 6.9 eV
E_HOMO = -8.916 eV
SMILES = C=CC(=O)OCCCCCCC1=C([PH2]=N)C(=O)C(CC(=O)F)=C(CON=O)C1=O.O=S1(=O)OCCO1.O=S1(=O)OCCO1.O=S1(=O)OCCO1.O=S1(=O)OCCO1.O=S1(=O)OCCO1.O=S1(=O)OCCO1.O=S1(=O)OCCO1.O=S1(=O)OCCO1

Geometry as ORCA input:
```
! wB97M-V def2-TZVPD RIJCOSX def2/J DEFGRID3
* xyz 0 1
S -4.049 -2.020 -8.088
S 2.804 -7.922 4.631
S 5.368 10.268 -0.729
S 7.577 4.287 0.383
S 3.424 6.206 3.811
S -3.886 -5.658 -1.890
S -1.916 1.673 2.930
S 7.841 1.388 -6.094
P -3.250 0.162 -2.634
F -7.624 -2.307 -2.274
O -3.277 -2.815 1.817
O 2.158 6.744 2.949
O 4.498 11.103 -1.505
O 3.571 7.048 4.963
O 7.139 3.545 1.527
O 2.182 -6.721 5.529
O 7.786 1.251 -4.477
O -8.791 -3.045 3.676
O 4.734 8.775 -0.689
O -4.789 -2.546 -6.741
O -5.268 -1.109 -8.656
O -5.628 1.139 -0.404
O -3.685 -5.114 -3.404
O -5.501 -5.511 -1.822
O 7.437 5.871 0.708
O 8.264 2.955 -6.159
O 0.749 -3.699 2.747
O 6.506 1.262 -6.599
O -0.532 -3.407 4.728
O -9.248 -3.121 -0.838
O 3.598 -8.758 5.480
O -3.556 -7.050 -1.856
O 3.301 -7.358 3.410
O -1.736 0.562 2.045
O -6.926 -3.078 2.746
O 6.774 10.162 -0.983
O 2.772 4.799 4.289
O -3.876 -3.138 -8.968
O -3.309 -4.698 -0.992
O -2.657 1.139 4.271
O 7.067 4.054 -0.938
O -2.974 -1.153 -7.710
O 1.410 -8.687 4.305
O 8.935 0.604 -6.583
O 4.502 5.926 2.910
O 9.198 4.226 0.321
O -0.847 2.547 3.317
O -3.133 2.566 2.353
O 5.157 10.631 0.840
N -8.054 -3.760 3.056
N -3.116 -0.868 -3.858
C -3.251 -1.763 -0.471
C 8.056 3.547 -4.877
C -5.301 -0.094 -0.410
C 0.767 -6.681 5.337
C 8.323 2.431 -3.878
C -4.330 2.215 3.043
C -6.466 -1.446 -7.959
C 0.360 -8.126 5.095
C -1.920 -2.477 -0.994
C 0.787 -2.382 2.094
C -6.385 -3.589 1.464
C -3.924 -0.653 -1.071
C 8.724 6.415 1.001
C 9.711 5.555 0.226
C -6.263 -1.246 0.201
C 1.190 5.701 2.818
C 0.582 -3.402 4.138
C 1.833 -2.473 0.847
C -0.629 -1.527 -1.088
C 0.622 -2.506 -1.486
C 3.198 -3.482 4.449
C 1.363 4.835 4.056
C -4.958 -4.977 -4.037
C 1.133 -3.417 -0.263
C 4.251 9.690 1.417
C 4.501 8.391 0.667
C 1.927 -3.054 4.965
C -3.888 1.837 4.446
C -5.580 -2.354 0.820
C -5.938 -4.692 -2.909
C -7.864 -1.224 0.116
C -6.013 -1.834 -6.558
C -3.957 -2.374 0.859
C -8.321 -2.288 -1.023
H -5.804 -0.948 -5.951
H -1.663 -3.296 -0.216
H -0.675 -0.757 -1.956
H 2.843 -2.919 1.161
H 0.971 3.828 3.917
H -4.206 1.197 -2.987
H -5.194 -5.920 -4.537
H 9.396 2.280 -3.732
H -0.392 -0.947 -0.122
H -4.932 -4.172 -4.774
H -8.202 -0.182 -0.214
H 3.233 10.054 1.249
H 7.849 2.619 -2.914
H 3.653 7.709 0.730
H -4.777 1.359 2.528
H 0.306 -8.684 6.034
H 1.978 -4.089 -0.691
H -0.594 -8.204 4.572
H 7.016 3.883 -4.825
H 8.771 7.465 0.705
H 8.891 6.334 2.079
H 0.563 -6.061 4.459
H -5.033 3.048 3.038
H 10.720 5.609 0.634
H -5.880 -3.648 -2.590
H -0.256 -2.067 1.729
H 0.307 -4.095 0.142
H -2.128 -0.870 -4.160
H -6.929 -2.294 -8.473
H 8.719 4.400 -4.734
H -3.696 2.726 5.054
H 3.472 -4.578 4.251
H 0.888 5.293 4.929
H -7.158 -0.604 -7.954
H -7.218 -3.986 0.769
H 9.732 5.834 -0.832
H 1.466 -1.942 -2.024
H -6.967 -4.931 -3.181
H 1.205 -1.565 2.787
H -6.745 -2.460 -6.046
H 0.185 -3.235 -2.280
H 4.428 9.593 2.489
H -4.618 1.204 4.953
H -8.304 -1.545 1.137
H 3.992 -2.661 4.287
H 5.399 7.888 1.038
H -5.691 -4.455 1.739
H 0.185 6.119 2.746
H 1.866 -2.455 5.935
H 1.415 5.138 1.908
H -2.039 0.835 -2.269
H 0.273 -6.249 6.207
H 2.024 -1.452 0.354
H -2.110 -3.050 -1.978
*
```



A molecular structure, C19H28ClN4PbS2 at a distorted geometry. Source: OMol25; level of theory: the ωB97M-V functional and the def2-TZVPD basis.

LUMO level (alpha / beta) = -4.859 / -3.921 eV
HOMO-LUMO gap (alpha / beta) = 5.0 / 6.5 eV
Relative energy (zero: lowest compared OMol25 entry of this formula, charge and spin) = 43.81 kcal per mole
E_HOMO (alpha / beta) = -9.867 / -10.438 eV

Geometry as ORCA input:
```
! wB97M-V def2-TZVPD RIJCOSX def2/J DEFGRID3
* xyz 1 1
Pb 0.150 -0.194 0.356
Cl 1.535 2.195 -3.439
S 0.117 -0.935 3.000
S 2.006 -2.247 0.504
N -2.007 -1.711 0.563
N 0.461 2.078 1.677
N -2.160 1.246 0.324
N -0.932 0.091 -2.102
C -0.877 2.478 2.142
C 2.741 0.045 -2.238
C 3.614 -1.797 -3.582
C 3.039 -1.257 -4.729
C 2.239 0.600 -3.443
C 2.573 0.671 -0.978
C -1.860 2.542 0.972
C -3.070 0.475 1.182
C 3.461 -1.167 -2.369
C 1.838 -4.143 4.575
C -2.688 1.463 -1.035
C 2.828 -4.505 3.641
C 2.909 -3.850 2.445
C 1.077 -2.362 3.118
C -3.274 -0.989 0.781
C 2.368 -0.043 -4.656
C 2.006 -2.807 2.121
C -2.370 0.368 -2.059
C 0.987 -3.100 4.317
H -2.750 0.716 -3.026
H 3.512 -5.314 3.859
H 1.761 -4.683 5.509
H -3.883 -1.037 -0.119
H -2.884 -0.563 -1.827
H 1.963 0.410 -5.551
H -1.778 -2.287 1.366
H 0.884 2.817 1.123
H 3.897 -1.588 -1.475
H 1.066 1.902 2.473
H -1.190 1.755 2.896
H 3.235 0.401 -0.167
H 0.245 -2.808 5.048
H -2.252 2.387 -1.418
H -3.778 1.598 -1.017
H -0.869 3.466 2.612
H 3.643 -4.138 1.705
H -2.653 0.490 2.189
H -3.857 -1.450 1.581
H 4.184 -2.714 -3.645
H -2.787 3.018 1.321
H -0.730 -0.659 -2.755
H -2.078 -2.329 -0.237
H -4.060 0.954 1.210
H -0.442 0.914 -2.434
H -1.415 3.202 0.225
H 3.133 -1.765 -5.678
H 2.183 1.680 -0.967
*
```



A molecular structure, C10H12O5 at a distorted geometry. Source: OMol25; level of theory: the ωB97M-V functional and the def2-TZVPD basis.

LUMO level = -0.595 eV
HOMO-LUMO gap = 8.0 eV
Relative energy (zero: lowest compared OMol25 entry of this formula, charge and spin) = 262.53 kcal per mole
E_HOMO = -8.546 eV

Geometry as ORCA input:
```
! wB97M-V def2-TZVPD RIJCOSX def2/J DEFGRID3
* xyz 0 1
O -2.591 -1.384 -0.459
O 2.808 2.591 -0.442
O 3.385 -1.716 0.348
O -3.940 0.913 0.575
O -0.441 -2.752 -0.101
C 1.252 -0.958 0.059
C -3.031 1.436 -0.326
C -1.451 -0.646 -0.331
C -1.644 0.578 -0.022
C 2.102 -2.055 0.239
C 0.847 1.283 -0.006
C -0.094 -1.544 -0.105
C 1.577 0.206 0.179
C -0.578 1.558 0.017
C 1.739 2.524 0.354
H 1.095 3.648 0.236
H -3.366 0.903 -1.455
H -3.872 -0.329 0.521
H 2.470 0.448 0.530
H 2.046 2.722 1.233
H -0.930 2.644 0.076
H -2.150 -2.390 -0.378
H 1.907 -3.080 -0.618
H 3.660 -1.223 -0.931
H 2.038 -2.670 1.123
H -2.954 2.416 -0.269
H 2.672 2.758 -1.509
*
```